# 1
{"formula": "C31H60AsF3MgN7OS3Si3", "method": "wB97M-V/def2-TZVPD", "elements": ["As", "S", "S", "S", "Si", "Si", "Si", "Mg", "F", "F", "F", "O", "N", "N", "N", "N", "N", "N", "N", "C", "C", "C", "C", "C", "C", "C", "C", "C", "C", "C", "C", "C", "C", "C", "C", "C", "C", "C", "C", "C", "C", "C", "C", "C", "C", "C", "C", "C", "C", "C", "H", "H", "H", "H", "H", "H", "H", "H", "H", "H", "H", "H", "H", "H", "H", "H", "H", "H", "H", "H", "H", "H", "H", "H", "H", "H", "H", "H", "H", "H", "H", "H", "H", "H", "H", "H", "H", "H", "H", "H", "H", "H", "H", "H", "H", "H", "H", "H", "H", "H", "H", "H", "H", "H", "H", "H", "H", "H", "H", "H"], "xyz": [[0.4639, 1.5727, 2.4970], [1.1226, -2.9306, 0.4557], [-2.3149, -1.9136, 2.2867], [3.1848, -0.1787, 0.3516], [-1.4463, 2.7757, 3.2204], [2.0480, 3.3095, 2.0937], [1.2152, 0.4628, 4.4419], [0.7474, 0.1349, 0.1110], [-5.5637, -3.6937, -4.9090], [-5.9955, -3.9526, -2.8043], [-6.4750, -2.0862, -3.7860], [0.2152, -1.7681, 0.0382], [2.6979, 0.6537, -2.2406], [-4.5853, -2.9941, 3.1240], [1.4237, 0.8107, -1.7943], [-1.0072, 0.9977, -0.7851], [-2.7549, -3.4035, 4.4317], [4.7907, -0.0322, -1.7230], [-1.7404, -1.4352, -2.7187], [1.5693, -2.9122, -2.3286], [-2.9008, 1.6299, 3.4909], [-5.5638, -3.0740, -3.7229], [-5.4789, -3.7479, 3.9813], [2.0908, 1.6204, 5.6211], [-2.1183, -1.5737, -3.9874], [1.7426, 4.8454, 3.1204], [-0.8115, 1.4625, -2.0302], [0.5618, 1.3469, -2.5798], [-3.1303, 2.0169, -2.2240], [-4.2048, -2.5261, -3.3731], [4.8758, -0.8476, -4.0659], [0.8556, 1.8269, -3.9623], [-3.2754, -2.8179, 3.3378], [-0.6941, -4.7625, -0.7186], [-1.8549, 4.0162, 1.8775], [-1.8558, 1.9982, -2.7700], [-0.2713, -0.2912, 5.2941], [-2.2314, 1.0123, -0.2698], [1.8392, 3.7177, 0.2785], [0.0179, -4.3432, 0.5556], [-2.5857, -1.8403, -1.7733], [-3.3304, 1.5051, -0.9539], [-3.8298, -2.3875, -2.0482], [5.2798, 0.2295, -3.0692], [2.1457, -3.3428, -0.9875], [3.7918, 2.7477, 2.4634], [2.3615, -0.8899, 3.8579], [-3.3357, -2.1163, -4.3709], [3.5261, 0.1944, -1.3220], [-1.1339, 3.6445, 4.8486], [3.0851, -2.8287, -0.7883], [-3.5931, -2.2186, -5.4157], [-1.0321, 4.7067, 1.6890], [6.3654, 0.2981, -3.0027], [-4.9489, -2.5320, 2.3092], [4.0315, 2.8981, 3.5170], [-0.8267, 2.9430, 5.6266], [-0.0205, -5.2631, -1.4126], [5.4320, -0.3412, -1.0141], [-1.6784, 2.3809, -3.7642], [0.2534, 1.2817, -4.6930], [-0.8809, 0.4594, 5.8011], [5.2770, -0.6182, -5.0537], [0.7725, 5.3111, 2.9483], [1.8295, -1.5821, 3.2008], [-2.7242, 4.6088, 2.1754], [-5.5500, -3.3046, 4.9775], [-2.0955, 3.5193, 0.9356], [-1.1401, -3.9047, -1.2182], [-1.4128, -1.2363, -4.7395], [-6.4712, -3.7393, 3.5405], [2.4134, 4.6134, 0.0271], [2.3268, -4.4180, -0.9196], [-2.3315, 0.5972, 0.7265], [2.5115, 5.5759, 2.8514], [-2.0661, 4.1116, 5.1788], [-1.4937, -5.4608, -0.4706], [-3.1327, 0.9860, 2.6440], [-0.6874, -4.0291, 1.3281], [-0.3766, 4.4238, 4.7760], [0.6388, -5.1423, 0.9699], [2.2651, 1.1030, 6.5686], [-3.9582, 2.4228, -2.7906], [4.9047, 1.2014, -3.3910], [1.9066, 1.6789, -4.1862], [-2.7312, 0.9780, 4.3494], [2.2048, 2.9013, -0.3486], [1.5009, 2.5135, 5.8332], [0.7812, -3.5746, -2.6768], [-0.9027, -0.8137, 4.5716], [1.1570, -1.9067, -2.2724], [5.2601, -1.8220, -3.7605], [3.9768, 1.7090, 2.1944], [0.6134, 2.8870, -4.0621], [0.7925, 3.9062, 0.0259], [3.0594, 1.9343, 5.2317], [1.8459, 4.6408, 4.1874], [0.0765, -1.0005, 6.0512], [-4.4794, -2.7072, -1.2452], [-5.1591, -4.7884, 4.0694], [2.3716, -2.9096, -3.0666], [-3.7796, 2.2456, 3.7059], [-2.2494, -1.7366, -0.7470], [4.4804, 3.3648, 1.8789], [-4.3085, 1.4888, -0.4944], [3.2119, -0.4894, 3.3023], [3.7900, -0.9032, -4.1388], [2.7515, -1.4572, 4.7072], [-1.7929, -3.2121, 4.6479], [-3.3248, -3.8523, 5.1277]], "forces_ev_per_angstrom": [[-0.007, 0.009, -0.027], [-0.010, 0.030, 0.031], [0.050, -0.112, -0.082], [0.015, -0.006, -0.009], [-0.005, 0.010, 0.010], [0.011, 0.019, 0.009], [0.025, 0.023, 0.036], [-0.016, 0.102, 0.135], [0.007, 0.002, -0.015], [-0.001, 0.006, 0.008], [-0.003, 0.001, 0.003], [0.003, -0.126, -0.012], [-0.008, 0.031, 0.020], [-0.007, 0.000, -0.006], [0.042, 0.053, -0.035], [-0.021, -0.028, -0.025], [0.010, 0.004, 0.002], [0.016, 0.066, 0.027], [0.055, 0.005, -0.042], [0.035, -0.029, 0.020], [0.014, -0.013, 0.008], [-0.003, -0.007, 0.007], [-0.002, -0.007, -0.004], [0.003, -0.003, -0.019], [-0.046, -0.018, 0.005], [0.000, -0.004, -0.004], [0.032, -0.030, -0.017], [-0.047, 0.017, 0.008], [0.011, 0.009, -0.006], [0.002, 0.008, -0.004], [0.001, 0.009, -0.007], [0.011, 0.012, -0.009], [-0.028, 0.099, 0.049], [0.003, 0.016, 0.019], [0.003, -0.012, 0.000], [-0.029, 0.002, -0.001], [-0.010, 0.016, -0.013], [-0.010, 0.001, 0.019], [0.003, -0.015, -0.001], [0.008, -0.003, -0.025], [0.017, 0.020, 0.009], [0.006, 0.007, 0.011], [-0.008, -0.011, 0.002], [-0.001, -0.007, -0.006], [-0.033, 0.010, -0.022], [-0.007, -0.009, 0.015], [-0.002, 0.006, -0.003], [-0.003, 0.026, 0.005], [-0.027, -0.156, -0.047], [0.011, 0.006, -0.010], [-0.005, 0.028, 0.018], [0.001, 0.001, 0.000], [0.008, 0.005, 0.005], [-0.001, 0.006, -0.001], [0.001, -0.005, 0.000], [0.011, -0.006, -0.012], [-0.019, -0.006, -0.008], [0.007, 0.002, -0.004], [0.001, 0.001, 0.000], [-0.001, 0.000, 0.000], [0.001, -0.001, 0.003], [0.018, 0.005, -0.005], [-0.001, -0.003, 0.002], [-0.001, -0.003, -0.006], [0.012, -0.020, -0.009], [0.000, -0.006, -0.002], [0.003, 0.003, 0.000], [-0.002, -0.001, -0.002], [0.003, 0.001, 0.008], [0.003, -0.019, 0.002], [0.000, 0.000, 0.002], [0.001, -0.001, -0.002], [-0.018, -0.007, -0.004], [-0.004, 0.005, 0.007], [-0.003, 0.003, 0.004], [0.001, 0.004, -0.001], [0.004, -0.003, 0.007], [-0.002, 0.008, -0.007], [-0.014, 0.003, 0.002], [-0.011, -0.013, 0.008], [-0.011, 0.002, 0.001], [0.010, 0.004, 0.000], [0.001, -0.001, -0.001], [-0.002, -0.004, -0.001], [-0.001, -0.002, -0.004], [-0.002, 0.004, -0.009], [0.001, 0.004, 0.005], [0.000, -0.006, 0.000], [-0.015, 0.002, 0.001], [0.000, -0.026, 0.006], [-0.013, 0.042, -0.003], [0.000, -0.003, 0.000], [-0.007, 0.017, -0.005], [-0.001, 0.002, 0.004], [0.002, 0.000, -0.003], [-0.008, -0.001, 0.008], [0.002, -0.006, -0.005], [-0.017, -0.007, -0.010], [0.007, 0.001, 0.005], [0.000, 0.002, 0.000], [0.000, -0.006, -0.002], [0.000, -0.003, 0.003], [0.003, -0.029, -0.003], [0.000, 0.009, 0.007], [0.002, -0.001, 0.003], [-0.002, 0.005, -0.001], [0.003, -0.003, 0.004], [-0.007, 0.002, 0.002], [-0.002, -0.001, -0.007], [0.003, -0.006, -0.006]], "lowdin_charge": [0.842, 0.940, 0.644, 0.642, 0.279, 0.284, 0.275, 0.244, 0.152, 0.144, 0.151, -0.632, 0.017, -0.057, -0.037, 0.062, 0.116, -0.020, 0.098, -0.108, -0.215, -0.589, -0.071, -0.199, -0.113, -0.212, -0.218, -0.258, -0.028, -0.108, -0.090, -0.008, -0.891, -0.107, -0.202, 0.001, -0.221, -0.153, -0.209, -0.383, -0.150, -0.039, 0.020, -0.241, -0.363, -0.213, -0.217, 0.016, -0.764, -0.201, 0.051, 0.125, 0.013, 0.116, 0.114, 0.020, 0.017, 0.074, 0.112, 0.113, 0.088, 0.022, 0.074, 0.015, 0.009, 0.042, 0.091, 0.012, 0.050, 0.111, 0.092, 0.042, 0.096, 0.061, 0.042, 0.042, 0.086, -0.020, 0.036, 0.011, 0.096, 0.040, 0.118, 0.108, 0.068, 0.017, 0.006, 0.017, 0.063, -0.029, 0.048, 0.073, -0.029, 0.094, 0.022, 0.016, 0.025, 0.038, 0.123, 0.092, 0.078, 0.041, 0.064, 0.043, 0.117, 0.005, 0.052, 0.041, 0.090, 0.095], "spin_multiplicity": 1, "homo_energy_ev": -10.08, "de_lowest_kcal_mol": 0.00, "total_charge": 1, "orbital_gap_ev": 7.70, "energy_ev": -176177.6207, "max_force_ha_per_bohr": 0.0033}

# 2
{"formula": "C31H60Cl8N3O3", "method": "wB97M-V/def2-TZVPD", "elements": ["Cl", "Cl", "Cl", "Cl", "Cl", "Cl", "Cl", "Cl", "O", "O", "O", "N", "N", "N", "C", "C", "C", "C", "C", "C", "C", "C", "C", "C", "C", "C", "C", "C", "C", "C", "C", "C", "C", "C", "C", "C", "C", "C", "C", "C", "C", "C", "C", "C", "C", "H", "H", "H", "H", "H", "H", "H", "H", "H", "H", "H", "H", "H", "H", "H", "H", "H", "H", "H", "H", "H", "H", "H", "H", "H", "H", "H", "H", "H", "H", "H", "H", "H", "H", "H", "H", "H", "H", "H", "H", "H", "H", "H", "H", "H", "H", "H", "H", "H", "H", "H", "H", "H", "H", "H", "H", "H", "H", "H", "H"], "xyz": [[-28.2618, -19.6744, 16.1278], [-30.7732, -18.8829, 20.7576], [-29.8938, -18.2339, 23.4757], [-23.4471, -19.2946, 19.3532], [-28.0499, -22.4664, 15.3153], [-29.9870, -21.6069, 17.4036], [-27.5659, -18.1159, 18.9572], [-30.9394, -16.1957, 21.7526], [-26.1118, -24.2794, 22.4451], [-23.1926, -21.2246, 23.2431], [-25.8713, -11.5528, 21.3491], [-23.9509, -21.4207, 24.2723], [-26.8383, -24.7191, 21.4572], [-25.4043, -12.7592, 21.4399], [-25.7627, -19.8865, 23.3065], [-27.7590, -13.7201, 21.2886], [-27.7604, -25.4453, 18.7990], [-26.0634, -20.9051, 25.4464], [-26.2980, -13.7580, 20.7979], [-24.9428, -20.3857, 24.5350], [-24.7672, -13.0795, 22.7395], [-24.9889, -25.8460, 20.1371], [-24.2736, -14.5479, 22.8106], [-27.3573, -26.5243, 19.8102], [-26.3496, -25.9604, 20.8394], [-24.5306, -22.7775, 26.1818], [-25.3868, -15.4977, 22.4383], [-22.4258, -21.3754, 26.2856], [-26.3764, -22.8455, 19.8496], [-24.3602, -19.1484, 25.2598], [-25.5720, -12.8062, 24.0105], [-28.1917, -22.6123, 21.4398], [-26.0486, -18.9650, 18.4949], [-25.7561, -15.1751, 21.0041], [-25.2161, -19.3003, 19.7384], [-26.3864, -13.5408, 19.2723], [-23.4254, -12.3288, 22.8513], [-26.2276, -27.0956, 21.8518], [-22.6129, -23.4690, 24.8661], [-27.4363, -23.6545, 20.6338], [-29.9511, -17.6733, 21.7521], [-28.3567, -24.2729, 19.5873], [-23.3362, -22.2080, 25.3634], [-25.6191, -21.7820, 26.5889], [-29.1445, -21.2031, 15.9033], [-23.2189, -24.0239, 24.1498], [-26.7181, -19.4540, 23.5971], [-26.3824, -22.3378, 27.1383], [-26.8360, -22.0232, 19.3002], [-25.4023, -26.9574, 22.5524], [-29.3010, -24.5801, 20.0510], [-24.9698, -18.2735, 25.0293], [-24.9965, -23.6228, 25.6714], [-26.2643, -15.4780, 23.0834], [-26.0090, -20.7479, 22.6774], [-25.7382, -11.7598, 24.2587], [-24.1653, -23.1552, 27.1411], [-25.2229, -21.1955, 27.4265], [-26.9610, -14.3536, 18.8219], [-22.9873, -20.6621, 26.8810], [-24.2644, -25.4831, 20.8737], [-28.2639, -26.8154, 20.3495], [-26.0808, -28.0471, 21.3436], [-25.1067, -13.2788, 24.8763], [-24.3230, -19.2096, 26.3472], [-25.2959, -18.4883, 20.4555], [-23.9100, -14.7607, 23.8144], [-24.5496, -26.8099, 19.8794], [-28.9321, -23.0821, 22.0901], [-28.9630, -17.4677, 21.3567], [-23.5494, -11.2404, 22.8766], [-25.6481, -23.3255, 19.1975], [-25.6908, -22.4261, 20.5955], [-25.5193, -18.3768, 17.7482], [-27.8844, -13.9085, 22.3546], [-28.1731, -12.7513, 21.0106], [-21.8921, -22.0666, 26.9371], [-26.9553, -12.6321, 19.0743], [-24.9426, -15.4067, 20.3124], [-27.1197, -27.1704, 22.4766], [-25.4520, -13.5343, 18.7108], [-28.7513, -21.9270, 20.7988], [-26.2264, -19.8943, 17.9546], [-28.3476, -14.4860, 20.7823], [-29.8493, -21.0032, 15.1051], [-22.4446, -24.1666, 25.6869], [-26.5518, -15.8813, 20.7594], [-28.6578, -23.4302, 18.9629], [-26.8414, -25.1359, 18.2956], [-23.3375, -18.9233, 24.9502], [-22.8274, -12.4412, 23.7587], [-25.4630, -20.2756, 20.1430], [-23.4648, -14.6204, 22.0819], [-28.4294, -25.8321, 18.0311], [-21.7095, -20.8496, 25.6523], [-26.5313, -20.0406, 25.9298], [-25.2655, -19.2477, 22.5761], [-26.5262, -13.3334, 23.9408], [-21.6554, -23.1868, 24.4289], [-26.9838, -27.3896, 19.2651], [-24.9382, -16.4939, 22.3777], [-24.9453, -25.1632, 19.2938], [-22.7221, -12.5048, 22.0353], [-27.5436, -21.9568, 22.0183], [-26.9101, -21.2792, 24.8662]], "forces_ev_per_angstrom": [[-0.138, -0.253, -0.215], [0.407, -0.003, 0.036], [0.456, 0.067, -0.869], [-0.401, -0.258, -0.142], [-0.232, 0.038, 0.357], [0.107, -0.146, -0.381], [0.353, -0.369, -0.117], [0.406, 0.068, -0.226], [-0.751, -0.574, -0.657], [-0.548, -0.015, 0.452], [0.778, -0.623, -0.009], [1.384, 0.150, -1.339], [1.297, 0.972, 0.881], [-1.646, 0.623, 0.655], [0.922, -1.175, -1.178], [0.164, 0.450, 0.149], [0.467, 0.275, 0.624], [-1.113, 0.253, 0.904], [-0.031, -1.422, -1.109], [-1.802, 1.326, 0.908], [2.772, -0.415, 1.410], [0.960, 0.732, 1.033], [-1.164, 0.347, -0.232], [-1.043, 1.219, -0.317], [0.004, -2.257, -1.313], [-0.322, 0.149, 0.761], [1.212, -0.385, -1.075], [-0.035, -0.244, -0.819], [1.387, 0.391, 0.906], [0.700, 0.425, -0.225], [-0.974, -0.355, -0.141], [-0.499, -0.054, 0.568], [0.709, -0.633, -0.095], [-0.768, -0.425, 0.208], [0.459, 1.018, -0.465], [-0.336, 0.309, -0.044], [0.364, 2.043, -0.242], [0.142, 0.345, 1.181], [0.219, 0.623, -0.550], [0.167, 0.220, -1.778], [-1.209, -0.073, 0.864], [-0.891, 0.000, -0.280], [-1.722, -1.161, 1.420], [0.984, -0.472, 0.538], [0.304, 0.526, -0.212], [0.014, 0.269, -0.231], [0.207, 0.214, 0.313], [-0.501, 0.005, -0.645], [-0.186, -0.079, 0.032], [0.097, 0.121, -0.122], [0.089, -0.268, 0.170], [-0.055, -0.046, -0.074], [0.153, 0.066, -0.302], [0.153, -0.045, 0.195], [-0.064, -0.231, 0.259], [-0.050, 0.055, -0.346], [0.372, -0.296, -0.211], [0.217, 0.464, -0.337], [-0.098, -0.112, 0.267], [0.087, -0.034, 0.062], [-0.086, 0.346, 0.000], [0.017, -0.217, 0.013], [-0.011, 0.078, -0.116], [0.416, 0.133, -0.145], [-0.186, -0.328, -0.012], [-0.282, -0.261, 0.216], [0.259, 0.239, -0.054], [-0.580, -0.181, -0.303], [0.124, -0.005, 0.169], [0.027, -0.097, 0.180], [-0.432, 0.014, -0.360], [-0.629, -0.538, -0.272], [-0.193, 0.279, 0.123], [0.053, 0.516, 0.467], [0.112, 0.217, 0.050], [-0.141, 0.033, 0.330], [0.030, 0.085, 0.063], [0.258, 0.140, -0.124], [0.230, 0.191, 0.163], [-0.136, 0.001, -0.160], [0.261, 0.235, 0.428], [0.063, -0.249, -0.361], [-0.719, 0.019, 0.199], [0.168, -0.014, -0.183], [-0.211, -0.215, 0.220], [0.074, 0.300, 0.245], [-0.138, 0.156, -0.474], [0.133, -0.200, -0.316], [-0.139, 0.181, -0.224], [-0.045, -0.031, -0.257], [-0.517, -0.893, 0.250], [-0.028, 0.156, 0.173], [0.073, -0.410, 0.103], [-0.165, 0.076, 0.105], [0.119, 0.096, 0.181], [0.130, 0.293, -0.263], [0.381, 0.359, 0.564], [-0.224, 0.355, 0.010], [-0.002, -0.240, -0.163], [0.339, -0.077, 0.366], [-0.403, -0.254, 0.543], [-0.125, -0.205, -0.114], [-0.308, -0.300, -0.219], [0.123, -0.370, 0.209], [0.372, -0.757, -0.110]], "lowdin_charge": [0.533, 0.505, 0.477, 0.545, 0.530, 0.554, 0.549, 0.509, -0.005, -0.006, 0.002, -0.118, -0.095, -0.093, -0.025, -0.026, -0.162, -0.154, -0.476, -0.445, -0.475, -0.024, -0.151, -0.145, -0.490, -0.142, -0.179, -0.015, -0.023, -0.026, -0.021, -0.020, -0.649, -0.167, -0.627, -0.032, -0.055, -0.046, -0.033, -0.480, -1.496, -0.149, -0.474, -0.180, -1.506, 0.084, 0.076, 0.115, 0.079, 0.082, 0.127, 0.081, 0.119, 0.114, 0.060, 0.088, 0.119, 0.104, 0.081, 0.061, 0.090, 0.121, 0.087, 0.088, 0.070, 0.026, 0.120, 0.092, 0.097, -0.031, 0.080, 0.073, 0.081, 0.063, 0.072, 0.087, 0.089, 0.081, 0.128, 0.090, 0.087, 0.082, 0.029, 0.069, 0.010, 0.087, 0.082, 0.057, 0.098, 0.088, 0.088, 0.035, 0.122, 0.113, 0.091, 0.120, 0.059, 0.067, 0.083, 0.122, 0.105, 0.060, 0.084, 0.057, 0.116], "spin_multiplicity": 4, "homo_energy_ev": [-8.00, -9.36], "de_lowest_kcal_mol": 0.00, "orbital_gap_ev": [8.32, 9.65], "energy_ev": -143906.7338, "max_force_ha_per_bohr": 0.0610}